# 1
Entry from the OMol25 dataset: C6H23B2LiN as an isolated structure (ωB97M-V/def2-TZVPD).

Atoms and positions in Å:
Li: -0.6972 -0.9871 -0.5287
B: 0.3572 -2.3584 -1.5540
H: 0.8795 -2.6193 -0.6466
H: 0.5831 -1.3261 -1.7723
H: 0.7102 -2.9883 -2.3558
H: -0.7118 -2.4566 -1.4447
B: -2.8178 -1.0677 -0.3263
H: -3.7908 -0.8212 0.0698
H: -2.2086 -1.6649 0.3344
H: -2.8353 -1.6243 -1.2505
H: -2.3495 -0.1155 -0.5221
C: -0.4398 1.8565 -1.7917
C: -0.4918 1.7076 -0.2369
N: 0.2553 0.5694 0.3878
C: -0.1102 0.3893 1.8102
C: 0.2534 -0.9833 2.3597
C: 1.6636 0.4252 0.0214
C: 2.5509 1.4832 0.5882
H: 0.4863 2.3297 -2.1181
H: -1.2733 2.4084 -2.2262
H: -0.4163 0.8831 -2.2817
H: -0.1823 2.6503 0.2144
H: -1.5485 1.6301 0.0190
H: -1.1907 0.5016 1.9001
H: 0.2902 1.1901 2.4319
H: -0.0789 -1.7749 1.6881
H: -0.2682 -1.0713 3.3128
H: 1.2951 -1.2636 2.5160
H: 1.9684 -0.5701 0.3449
H: 1.7633 0.3366 -1.0604
H: 2.5184 1.5347 1.6765
H: 3.5628 1.3243 0.2156
H: 2.2732 2.4727 0.2251

Its charge is -1. The relative energy (zero: lowest compared OMol25 entry of this formula, charge and spin) is 42.0 kcal per mole. The calculation puts the largest force on an atom at 4.4 eV/A. Its LUMO energy is 3.01 eV. The value obtained for the electronic energy is -9641.1449 eV. The highest occupied orbital energy comes out at -5.6 eV.

# 2
Entry from the OMol25 dataset: an isolated ion of composition C6H11N2 and charge +1 (ωB97M-V/def2-TZVPD).

Atoms and positions in Å:
H: 2.5455 -1.2787 -0.4723
N: 1.7502 -1.2523 0.1848
C: 0.7799 -0.4564 0.0213
C: 0.5200 0.3919 -1.2194
C: 1.3742 0.5700 -2.2166
C: -0.9081 1.0487 -1.0290
N: -1.5311 0.2605 0.1726
C: -0.2234 -0.0768 1.0206
C: -0.3109 -1.1977 2.1618
H: 1.0396 1.4389 -2.9089
H: 2.4263 0.2865 -2.0984
H: -0.9818 2.1581 -0.8524
H: -1.4921 0.8905 -1.9554
H: -2.0099 1.0669 0.6344
H: -2.1465 -0.5638 0.0200
H: 0.1915 0.8321 1.3268
H: -0.9239 -0.7467 3.0728
H: -0.7946 -2.0717 1.7748
H: 0.6954 -1.2999 2.3624

Its charge is +1. The relative energy (zero: lowest compared OMol25 entry of this formula, charge and spin) is 72.4 kcal per mole. The calculation puts the largest force on an atom at 5.5 eV/A. Its LUMO energy is -3.94 eV. The value obtained for the electronic energy is -9371.5944 eV. The structure (SMILES) is [H]/N=C1\C(=C)C[NH2+][C@H]1C. The highest occupied orbital energy comes out at -13.8 eV.

# 3
Entry from the OMol25 dataset: C3H5NO as an isolated structure (ωB97M-V/def2-TZVPD).

Atoms and positions in Å:
C: -0.9135 0.9427 0.0941
O: -0.6666 0.2384 -0.9466
C: 0.8588 -0.9951 -0.8481
C: 1.2589 -0.6660 0.4084
N: 1.0697 -0.0102 1.3995
H: -1.7712 0.6530 0.7202
H: -0.6788 2.0178 0.0542
H: 0.0688 0.6308 1.0743
H: 1.4306 -0.6263 -1.6935
H: 0.3422 -1.9389 -0.9869

The relative energy (zero: lowest compared OMol25 entry of this formula, charge and spin) is 90.6 kcal per mole. The calculation puts the largest force on an atom at 0.7 eV/A. Its LUMO energy is 0.37 eV. The value obtained for the electronic energy is -6725.6417 eV. The highest occupied orbital energy comes out at -9.5 eV.

# 4
Entry from the OMol25 dataset: one molecule with the formula C5H8O (ωB97M-V/def2-TZVPD).

Atoms and positions in Å:
C: 1.1337 -0.4228 -1.2869
C: -0.0055 -0.3961 -0.2970
C: -1.2880 -1.0794 -0.7056
C: 0.0903 0.2441 0.8407
C: 0.1260 0.9692 1.9283
O: -0.3407 2.2792 1.9469
H: 2.0316 0.0467 -0.8765
H: 1.3782 -1.4511 -1.5774
H: 0.8487 0.1114 -2.2017
H: -2.0371 -1.0313 0.0884
H: -1.1115 -2.1297 -0.9641
H: -1.6993 -0.5920 -1.5983
H: 0.4617 0.5820 2.8914
H: 0.4120 2.8700 1.8118

The relative energy (zero: lowest compared OMol25 entry of this formula, charge and spin) is 46.2 kcal per mole. The calculation puts the largest force on an atom at 0.4 eV/A. Its LUMO energy is 0.87 eV. The value obtained for the electronic energy is -7360.2506 eV. The structure (SMILES) is CC(C)=C=CO. The highest occupied orbital energy comes out at -9.3 eV.

# 5
Entry from the OMol25 dataset: C32H79ClN4O as an isolated structure (ωB97M-V/def2-TZVPD).

Atoms and positions in Å:
C: 203.4700 100.5780 68.3300
C: 204.4520 99.8350 67.4090
N: 204.2560 99.8620 65.9000
C: 202.8400 99.4960 65.3880
C: 204.5660 101.2650 65.4740
C: 205.8650 101.8630 65.8960
C: 205.2280 99.0830 65.1370
C: 205.0730 97.5850 65.3710
O: 206.1670 97.0970 64.6160
C: 206.4200 95.5730 64.8270
H: 202.4680 100.2010 68.2460
H: 203.4320 101.6110 68.0390
H: 203.7160 100.3740 69.4660
H: 204.0410 98.8720 67.7940
H: 205.3560 100.1550 67.5990
H: 202.3920 98.6610 65.8390
H: 202.8930 99.5990 64.3660
H: 202.1650 100.4260 65.7570
H: 203.8990 102.1000 65.8330
H: 204.5500 101.3000 64.4200
H: 206.6690 101.3950 65.4770
H: 205.8650 101.8990 67.0690
H: 206.0360 103.0570 65.7110
H: 206.2930 99.2160 65.4780
H: 205.0280 99.1860 63.9340
H: 204.2120 97.1830 65.0530
H: 205.4470 97.0140 66.3760
H: 205.4750 94.9150 64.9490
H: 206.7480 95.5340 65.6920
H: 207.0060 95.1210 63.9030
Cl: 201.8750 96.8840 67.9410
C: 204.7390 98.7470 68.5720
C: 203.3560 98.4330 68.8680
N: 202.6800 99.4580 69.7510
C: 201.2580 100.0160 69.3720
C: 200.1560 98.9740 69.6050
C: 202.8690 99.1560 71.1610
C: 202.8290 100.4380 72.0330
H: 204.9110 99.7490 68.2600
H: 205.0410 97.9890 67.6550
H: 205.3880 98.6350 69.4490
H: 202.9490 97.4610 69.0920
H: 202.8060 98.6430 67.9900
H: 201.1600 100.4110 68.2710
H: 201.2000 100.9750 69.8510
H: 199.3500 99.4420 69.1660
H: 200.0610 98.9690 70.6650
H: 200.4900 97.9920 69.2920
H: 203.7570 98.5340 71.3250
H: 202.2850 98.4990 71.2790
H: 202.9290 100.1690 73.0440
H: 201.8520 100.7740 71.9470
H: 203.8930 100.9000 72.0310
C: 201.2390 94.3360 65.8310
C: 200.5150 93.6120 64.7280
N: 200.7430 92.1470 64.6800
C: 200.3150 91.4350 65.9610
C: 198.7540 91.5280 66.3080
C: 200.2890 91.5620 63.4760
C: 200.6600 90.0840 63.3280
H: 200.6470 94.3110 66.6830
H: 201.4730 95.4860 65.3980
H: 202.3160 94.0910 65.9160
H: 200.8890 93.9780 63.8860
H: 199.4090 93.6380 64.6690
H: 200.6200 91.9850 66.7970
H: 200.7400 90.4780 65.9470
H: 198.4690 91.2560 67.2220
H: 198.4570 90.7310 65.6100
H: 198.3400 92.4950 66.1170
H: 200.9190 91.8390 62.5570
H: 199.1660 91.7440 63.3390
H: 200.5200 89.7150 62.3270
H: 199.9720 89.3360 63.9720
H: 201.6670 90.1240 63.5390
C: 198.2420 98.2550 66.9640
C: 197.3770 98.9780 67.8770
N: 196.2070 99.5020 67.1680
C: 195.4510 98.5520 66.3680
C: 194.6540 97.6290 67.3120
C: 195.2470 100.4000 67.9920
C: 195.8550 101.6420 68.4740
H: 199.4140 98.1160 67.4370
H: 198.4880 99.0350 66.1810
H: 197.9120 97.1180 66.8270
H: 197.7090 99.8020 68.5230
H: 197.2160 98.2960 68.5770
H: 195.9770 97.9430 65.6140
H: 194.8790 99.2150 65.8170
H: 193.8130 97.9130 68.0580
H: 195.4880 96.9680 67.8050
H: 194.0170 96.9980 66.5180
H: 194.5890 99.7730 68.8070
H: 194.5960 100.6460 67.3730
H: 196.4670 101.5990 69.3870
H: 195.2210 102.5080 68.7780
H: 196.3190 102.1310 67.6580
C: 204.7980 94.5340 67.5770
C: 203.8350 94.0510 68.6520
C: 203.7160 92.4680 68.4520
C: 202.6780 91.8270 69.4240
C: 202.6790 90.1940 69.2380
C: 201.5950 89.5320 69.9040
H: 204.8080 95.6700 67.8330
H: 204.3370 94.4910 66.4030
H: 205.7520 94.1980 67.6510
H: 202.8980 94.5310 68.7400
H: 204.0040 94.4530 69.6190
H: 204.6270 91.9120 68.4130
H: 203.4200 92.1290 67.5380
H: 201.6710 92.0010 68.7550
H: 202.7170 92.3840 70.2990
H: 203.7170 90.0700 69.6080
H: 202.8680 89.9130 68.1070
H: 200.5890 90.0300 69.7560
H: 201.7170 89.6530 71.0050
H: 201.6600 88.4660 69.5980

The relative energy (zero: lowest compared OMol25 entry of this formula, charge and spin) is 165.9 kcal per mole. The calculation puts the largest force on an atom at 15.7 eV/A. Its LUMO energy is 0.39 eV. The value obtained for the electronic energy is -54952.4185 eV. The highest occupied orbital energy comes out at -5.6 eV.

# 6
Entry from the OMol25 dataset: C7H18BrI2OP2Tl as an isolated structure (ωB97M-V/def2-TZVPD).

Atoms and positions in Å:
I: 0.0027 4.1051 -2.8449
I: 1.4824 2.3297 -3.8393
Tl: -0.0029 -0.2218 0.1259
P: 1.9831 0.4062 1.1425
C: 3.4830 -0.5749 0.7617
C: 2.4910 2.1250 0.7641
H: 3.3860 2.4067 1.3297
H: 2.8417 0.7702 3.4085
H: 1.6605 2.7875 1.0208
H: 1.0671 1.0012 3.2865
H: 3.6728 -0.5436 -0.3146
H: 2.6906 2.2138 -0.3072
C: 1.9135 0.3847 2.9728
H: 4.3548 -0.1841 1.2966
H: 1.7451 -0.6400 3.3146
H: 3.3170 -1.6167 1.0491
P: -2.1107 -0.6247 -0.7499
C: -2.2980 -2.0322 -1.9079
C: -3.3884 -0.9470 0.5225
H: -2.7788 1.6692 -1.0349
H: -3.8276 0.5883 -2.0092
H: -2.1721 0.9866 -2.5580
C: -2.8009 0.7909 -1.6852
H: -3.3772 -0.1151 1.2315
H: -4.3815 -1.0429 0.0703
H: -3.3333 -2.1230 -2.2524
H: -1.9995 -2.9567 -1.4058
H: -3.1385 -1.8664 1.0587
H: -1.6402 -1.8833 -2.7685
C: 0.7613 -1.6106 -0.7696
O: 1.2526 -2.5036 -1.3450
Br: -0.8557 -1.0787 2.4366

Its charge is +2. The relative energy (zero: lowest compared OMol25 entry of this formula, charge and spin) is 17.2 kcal per mole. The calculation puts the largest force on an atom at 18.2 eV/A. Its LUMO energy is -9.07 eV. The value obtained for the electronic energy is -119094.6716 eV. The highest occupied orbital energy comes out at -14.4 eV.

Look up the largest force on an atom of the second one.
5.5 eV/A

Look up the electronic energy of the third one.
-6725.6417 eV

The lowest relative energy (zero: lowest compared OMol25 entry of this formula, charge and spin) belongs to which entry?
C7H18BrI2OP2Tl